(1)
Entry from OMol25: the molecule C16H22O6 (ωB97M-V with the def2-TZVPD basis set).

```
44
Properties=species:S:1:pos:R:3:forces:R:3:lowdin_charge:R:1
C 1.22748 -5.33560 1.14728 -0.2 -0.3 -0.1 -0.02
C 0.11249 -4.83873 0.25866 0.2 -0.2 0.2 -0.41
O -0.75049 -5.58423 -0.15083 0.0 0.0 0.0 0.08
C 0.11963 -3.39929 -0.09488 -0.3 0.4 -0.3 -0.16
C -0.86321 -2.93423 -0.96633 0.1 -0.2 0.1 0.00
C -0.92116 -1.60795 -1.34196 0.0 0.3 0.0 0.01
C 0.00816 -0.69891 -0.84673 0.3 0.0 0.3 -0.18
C 1.02291 -1.16303 0.01983 -0.1 0.3 -0.1 -0.19
C 1.06519 -2.49358 0.38784 -0.1 0.1 -0.1 0.05
H 1.85956 -2.81695 1.04203 0.1 0.0 0.1 0.12
O 2.00066 -0.27341 0.40929 -0.1 -0.3 -0.5 -0.05
C 2.10563 0.00199 1.79315 -0.3 0.3 0.5 -0.14
H 3.09267 0.44820 1.93146 -0.1 -0.1 0.1 0.14
C 1.01914 0.97812 2.27778 0.2 -0.4 -0.1 -0.18
O 1.32639 2.33698 2.11575 -0.1 0.2 0.0 -0.14
C 1.64882 2.77026 0.79633 -0.1 0.4 -0.2 -0.16
C 0.89971 4.07155 0.46349 0.4 -0.3 0.2 -0.17
H 1.51804 4.69845 -0.18153 0.0 0.0 0.1 0.13
O -0.29475 3.89111 -0.25856 -0.3 -0.1 -0.2 -0.13
C -1.29257 3.19363 0.44795 -0.3 0.0 -0.1 -0.19
H -1.00654 2.14271 0.58124 0.0 0.0 0.1 0.10
C -2.62405 3.27483 -0.30154 0.3 0.1 0.3 -0.17
O -2.64696 2.70656 -1.58920 0.1 0.0 -0.2 -0.13
C -2.28830 1.34918 -1.69898 0.2 0.0 -0.1 -0.18
C -0.80839 1.17041 -2.11410 -0.5 0.2 -0.3 -0.13
O 0.02646 0.62814 -1.11119 0.3 -0.3 0.3 -0.05
H -0.39821 2.16638 -2.30299 -0.1 -0.2 0.0 0.14
H -0.72972 0.56992 -3.02643 0.0 0.0 0.1 0.13
H -2.48869 0.81166 -0.76302 0.0 0.0 -0.1 0.13
H -2.93749 0.94085 -2.48068 0.1 0.0 0.1 0.13
H -3.39271 2.80296 0.33236 0.1 0.1 0.0 0.13
H -2.88475 4.32175 -0.46670 0.0 0.0 0.2 0.13
H -1.43167 3.63585 1.44670 0.0 -0.1 -0.1 0.14
H 0.70159 4.60287 1.40619 0.1 0.0 -0.1 0.13
H 1.40229 2.00792 0.05550 0.0 0.1 0.0 0.11
H 2.72796 2.96132 0.75451 -0.1 0.0 0.0 0.13
H 0.87337 0.85698 3.35433 0.0 -0.1 -0.1 0.13
H 0.07815 0.71734 1.76617 0.1 0.0 0.1 0.12
H 2.04173 -0.92231 2.37982 0.0 0.0 -0.1 0.12
H -1.69884 -1.27814 -2.01241 -0.1 0.1 -0.1 0.11
H -1.58695 -3.64070 -1.34336 0.0 0.0 0.0 0.12
H 2.19175 -5.14009 0.68397 0.1 0.1 0.0 0.09
H 1.11138 -6.40548 1.29966 0.0 0.0 0.0 0.08
H 1.19170 -4.83165 2.11060 0.1 0.1 0.1 0.09
```
Positions in Å, forces in eV/Å.

As for the energy above the lowest of the compared OMol25 structures with the same formula, charge and spin: 2.810 eV. As for the highest occupied orbital energy: -8.701 eV. As for the LUMO energy: 0.40 eV. Its maximum force is 0.0134 hartree/bohr. The SMILES is CC(=O)c1ccc2c(c1)OCCOCCOCCOCCO2. The HOMO-LUMO gap is 9.1 eV.



(2)
Entry from OMol25: a structure of composition C16H23BBeN6 in a non-equilibrium geometry (ωB97M-V with the def2-TZVPD basis set).

```
47
Properties=species:S:1:pos:R:3:forces:R:3:lowdin_charge:R:1
H -0.06639 2.87247 0.80987 0.0 -0.2 -0.1 0.09
N 0.21188 1.57001 -0.83030 0.3 0.7 -0.6 0.06
B 0.65217 0.55747 -3.08145 0.0 0.8 1.4 -0.48
N 0.65405 1.78022 -2.11279 -0.2 0.0 0.7 -0.05
C 0.95855 3.07484 -2.31215 -0.3 0.1 0.8 -0.10
Be -0.49983 -1.02999 -0.61441 1.8 4.6 1.0 -0.09
H 1.31257 3.39300 -3.28066 0.0 0.2 0.1 0.11
C 0.70813 3.74606 -1.11537 0.1 -0.3 -0.5 -0.08
H 0.85261 4.78762 -0.92478 0.0 0.3 0.1 0.07
C 0.23819 2.75770 -0.22209 0.4 -0.3 -1.1 -0.14
H 1.04563 0.85685 -4.17835 -0.2 -0.2 0.1 0.12
C -1.49834 -2.62920 -0.24680 -0.1 -1.3 -0.3 0.00
H -2.02044 -1.99055 0.48125 0.5 0.0 -0.6 0.06
H -1.23428 -3.50748 0.33831 0.3 0.0 -0.1 0.07
H -2.20608 -2.92922 -1.03328 0.7 0.0 0.0 0.07
N -0.80540 0.06379 -3.02672 -1.0 -1.2 0.6 0.03
N 1.55097 -0.48820 -2.39225 -0.3 -1.5 0.4 0.01
N -1.37221 -0.44694 -1.86125 -1.2 0.8 -2.3 0.02
N 1.17423 -1.10999 -1.21566 0.9 0.2 -0.7 0.04
C -1.75026 0.19235 -3.96761 0.0 -0.1 0.9 -0.05
C 2.81343 -0.82035 -2.69855 -0.6 0.2 0.6 -0.06
H -1.47809 0.54226 -4.95110 -0.1 0.1 0.1 0.13
H 3.23914 -0.43246 -3.61217 0.2 -0.1 0.2 0.13
C -2.96847 -0.18409 -3.41313 -0.2 0.0 -0.1 -0.04
C 3.31227 -1.60211 -1.66913 0.1 0.0 0.1 -0.05
C -2.69811 -0.57238 -2.10183 1.2 0.2 -0.5 -0.08
C 2.27022 -1.74122 -0.74406 -0.6 0.5 -1.2 -0.07
H -3.92552 -0.19720 -3.90015 -0.1 0.0 0.0 0.09
H 4.30480 -1.99901 -1.60757 0.2 -0.1 0.1 0.09
H -3.35943 -0.99258 -1.35085 0.2 0.3 -0.2 0.12
H 2.24972 -2.26179 0.19697 -0.1 0.0 0.0 0.12
H -0.46826 -2.28543 -0.70877 -1.9 -4.0 0.5 0.06
C 1.16983 0.87585 3.90226 0.1 0.0 0.0 -0.06
C -0.09360 0.05785 3.60082 0.0 0.0 0.1 -0.65
C -0.00648 -1.31114 4.29219 0.0 -0.1 0.0 -0.07
C -1.30126 0.82884 4.15278 -0.1 0.0 0.0 -0.06
C -0.25167 -0.19954 2.16106 -0.1 -0.4 -0.6 -0.09
C -0.39474 -0.57232 1.00616 0.2 0.9 1.4 -0.01
H 1.28093 0.95615 4.99000 0.1 0.1 -0.1 0.08
H 1.08678 1.88679 3.48690 0.0 -0.2 0.0 0.08
H 2.07034 0.40627 3.49240 -0.2 0.0 0.0 0.08
H 0.12993 -1.20865 5.37250 0.0 0.1 0.0 0.08
H -0.93320 -1.86874 4.11486 0.2 0.0 0.0 0.08
H 0.83485 -1.88301 3.88522 -0.2 0.0 0.1 0.08
H -1.34453 1.83390 3.71882 -0.1 -0.2 0.1 0.08
H -2.23646 0.30483 3.93024 0.1 0.1 0.0 0.08
H -1.20818 0.91845 5.24065 0.0 0.1 -0.1 0.08
```
Positions in Å, forces in eV/Å.

As for the energy above the lowest of the compared OMol25 structures with the same formula, charge and spin: 0.000 eV. As for the highest occupied orbital energy: -8.215 eV. As for the LUMO energy: 0.44 eV. Its maximum force is 0.0978 hartree/bohr. The HOMO-LUMO gap is 8.7 eV.



(3)
Entry from OMol25: a cluster of 3 separate species, C16H23BNO13S in total in a non-equilibrium geometry (ωB97M-V with the def2-TZVPD basis set).

```
55
Properties=species:S:1:pos:R:3:forces:R:3:lowdin_charge:R:1
C 0.39765 1.76043 -0.14754 0.3 0.7 0.4 -0.03
C -0.94590 1.17933 0.57715 -4.1 2.0 2.3 -0.28
O -1.89226 2.10496 0.90161 4.8 -4.0 -1.9 -0.17
N -1.24936 -0.24161 0.97787 -0.2 5.1 -2.3 0.05
C -2.72385 -0.42342 0.70483 -1.8 0.3 -0.5 -0.11
B -0.37656 -1.27278 0.29829 2.4 -4.5 0.4 -0.96
C -0.53100 -1.49369 -1.35762 -0.2 0.5 -1.6 -0.11
C -0.18207 -3.02104 -1.84456 0.2 -0.4 0.1 -0.23
C -0.30332 -3.25585 -3.47545 0.7 -1.2 0.5 -0.56
S -0.77873 -1.73007 -4.45062 0.5 -0.5 -0.3 0.58
O -0.74109 -2.59548 0.92198 0.4 -0.7 1.1 -0.10
C 0.21873 -3.09479 1.96163 -1.3 0.8 -1.5 -0.12
C 0.16332 -4.72336 1.77637 1.0 -4.5 -0.7 -0.40
O -1.01754 -5.35123 1.90024 4.9 2.9 -0.3 -0.21
O 1.39832 -5.45310 1.43673 -5.6 3.8 1.6 -0.33
C 1.60401 -2.28224 1.54658 -1.7 1.3 -0.2 -0.12
C 2.16263 -1.44330 2.85351 2.2 2.1 3.9 -0.39
O 2.11310 -2.07226 4.04311 0.1 2.5 -5.1 -0.20
O 2.70257 -0.06671 2.78018 -2.7 -6.2 -0.2 -0.34
O 1.10224 -1.27630 0.58613 0.6 0.0 0.5 -0.07
H 0.79176 1.14400 -1.05982 -0.7 0.8 2.1 0.07
H 0.15291 2.84753 -0.56728 0.1 -2.3 1.0 0.07
H 1.24550 1.93138 0.67410 -1.8 -0.9 -1.8 0.10
H -3.09197 -1.52885 0.62033 1.4 1.8 0.4 0.10
H -3.43254 0.09258 1.51529 1.8 -0.9 -1.8 0.09
H -2.92503 0.06857 -0.36428 -0.1 -0.9 2.3 0.09
H -1.60227 -1.13850 -1.74615 2.1 -1.0 0.5 0.09
H 0.25006 -0.78509 -1.91658 -1.6 -1.4 1.1 0.08
H -0.88116 -3.85529 -1.35604 1.6 2.1 -0.8 0.13
H 0.93813 -3.29771 -1.53918 -2.5 0.7 -0.5 0.13
H -1.15997 -4.06419 -3.66644 1.7 2.0 0.1 0.07
H 0.69631 -3.70512 -3.93209 -2.1 0.9 1.0 0.06
H 0.09884 -0.68022 -4.12538 -0.7 -2.1 0.1 -0.13
H -0.26593 -2.72099 2.96310 1.5 -1.1 -1.5 0.15
H 2.34119 -2.98154 0.95483 -1.2 1.3 1.7 0.15
C -0.41435 1.43582 4.80026 0.5 -1.5 -0.6 -0.12
C 0.71537 2.35919 5.12296 1.3 -0.7 0.0 -0.14
O 0.17291 3.64008 4.86380 -1.4 0.6 0.1 0.05
C -1.18323 3.52591 4.97110 -1.1 0.8 -0.2 -0.53
O -1.95557 4.46992 4.97671 1.3 -1.4 0.1 0.09
O -1.56183 2.21828 5.07225 -0.2 1.9 0.3 0.06
H -0.40465 0.53398 5.41851 -0.1 0.2 -0.2 0.14
H -0.42758 1.14394 3.74493 0.1 0.0 0.1 0.14
H 1.01058 2.30655 6.17623 0.0 0.0 0.0 0.12
H 1.59382 2.17623 4.49806 -0.2 0.0 0.0 0.13
C 0.55464 3.85380 -5.09808 -0.2 0.9 -0.2 -0.15
C 1.77690 3.00315 -4.97368 1.0 0.0 -0.1 -0.15
O 1.35018 1.93976 -4.14348 -0.7 0.0 -0.1 0.07
C -0.00639 1.85610 -4.27145 -1.7 -2.4 1.4 -0.50
O -0.68506 0.94462 -3.82840 1.6 3.5 -1.1 0.04
O -0.50382 2.92447 -4.96038 0.2 -0.4 0.1 0.06
H 0.49910 4.36435 -6.06343 -0.2 -0.1 0.1 0.13
H 0.47896 4.59692 -4.29738 0.0 -0.1 0.0 0.13
H 2.10037 2.59270 -5.93607 0.0 0.0 0.0 0.13
H 2.61294 3.54018 -4.51728 -0.1 -0.2 0.1 0.13
```
Positions in Å, forces in eV/Å.

As for the highest occupied orbital energy: 1.217 eV. As for the LUMO energy: 4.86 eV. Its maximum force is 0.1356 hartree/bohr. Its total charge is -3. The HOMO-LUMO gap is 3.6 eV.



(4)
Entry from OMol25: a structure of composition C16H23Br2N3O5Sr2 in a non-equilibrium geometry (ωB97M-V with the def2-TZVPD basis set).

```
51
Properties=species:S:1:pos:R:3:forces:R:3:lowdin_charge:R:1
N 3.54358 -0.16266 -2.78526 -0.1 0.9 -0.6 0.31
H 3.00911 -0.93614 -3.22860 -0.2 -0.5 0.4 0.13
H 4.54672 -0.32245 -2.69073 -0.1 -0.7 0.1 0.16
H 3.06315 0.11139 -1.91560 0.1 -0.3 0.1 0.10
H 3.45051 0.61488 -3.44128 -0.2 -0.2 -0.2 0.13
Sr 3.86443 3.66236 -1.92570 -1.4 0.3 -0.1 1.67
Sr 4.62631 1.92725 1.41565 -1.3 -0.7 0.7 1.68
C 0.53429 1.77173 1.05652 0.8 0.1 0.9 -0.07
C 1.21296 1.70562 -0.30414 -1.4 -1.2 -0.2 -0.39
O 2.64784 1.82373 -0.37395 3.2 1.3 0.3 -0.66
H 0.92722 1.01579 1.75406 0.9 0.2 -0.1 0.07
H -0.48343 1.37940 1.13951 -0.3 0.6 -1.0 0.10
H 0.58269 2.75978 1.51505 -0.1 0.0 0.1 0.02
H 0.80148 2.38548 -1.05297 -0.3 0.2 0.3 0.10
H 0.94300 0.69493 -0.63116 0.3 0.0 -0.5 0.09
Br -4.01267 3.10120 1.62109 0.7 0.4 -0.5 0.67
C -2.46375 4.25835 1.20625 -0.1 -0.1 0.5 -0.70
C -1.62563 4.32237 2.45060 -0.8 -0.9 0.5 -0.74
Br -0.15808 5.51549 2.08477 0.4 0.2 0.2 0.66
H -2.80561 5.27360 1.01828 -0.3 -0.2 -0.4 0.06
H -1.83807 3.87921 0.39957 -0.5 -0.1 -0.3 0.03
H -1.23945 3.34943 2.75147 0.2 0.1 -0.2 0.04
H -2.27395 4.61749 3.27583 0.5 0.7 0.1 0.07
C 0.36401 -2.25047 3.20570 0.0 -0.7 0.4 -0.04
C 0.14339 -3.40453 3.97355 -0.9 1.2 -0.9 -0.02
C -0.33965 -4.50927 3.30518 0.5 -1.6 1.0 0.04
C -0.46450 -4.57570 1.92204 0.3 0.9 -0.4 -0.09
C -0.24777 -3.44104 1.15272 1.5 0.1 0.2 0.01
C 0.28132 -2.33438 1.81008 -0.4 0.2 -0.2 -0.07
N -0.64539 -5.83725 1.18466 -1.2 -0.5 0.3 -0.34
O -1.19642 -5.74964 0.10759 0.2 0.3 -0.3 0.13
O -0.30961 -6.86775 1.70676 0.5 0.2 0.4 0.17
H 0.55832 -1.30239 3.69099 0.3 0.0 0.0 0.10
H 0.20170 -3.38289 5.05135 0.1 -0.1 0.0 0.13
H -0.50089 -5.39527 3.91018 -0.2 -0.2 -0.3 0.15
H -0.21001 -3.51356 0.07516 -0.3 0.0 0.0 0.11
H 0.69964 -1.50972 1.24419 -0.4 0.2 -0.2 0.07
C -2.19976 1.67721 -2.46319 1.5 -0.5 0.9 -0.01
C -1.08915 1.62435 -3.32882 -2.0 0.7 0.4 -0.07
C -0.30819 0.50071 -3.36767 2.2 -0.5 -0.7 -0.06
C -0.50164 -0.56049 -2.51766 -1.7 0.4 0.6 -0.18
C -1.58645 -0.51449 -1.63270 1.3 -0.8 -0.6 0.01
C -2.35436 0.63429 -1.52994 -0.8 -0.5 -0.6 -0.03
N 0.20798 -1.83994 -2.70927 -0.6 0.2 -0.3 -0.31
O -0.47118 -2.81288 -2.83319 0.5 0.0 0.3 0.21
O 1.45297 -1.83282 -2.74393 0.1 0.3 0.0 -0.01
H -2.80085 2.57400 -2.50070 -0.4 -0.2 0.2 0.12
H -1.07080 2.46835 -4.00661 0.7 -0.3 -0.4 0.12
H 0.51724 0.35283 -4.06160 -0.2 0.4 -0.4 0.11
H -1.79844 -1.45545 -1.13874 -0.3 0.3 0.5 0.13
H -3.18419 0.50995 -0.84538 -0.2 0.7 0.0 0.12
```
Positions in Å, forces in eV/Å.

As for the highest occupied orbital energy: -17.722 eV. As for the LUMO energy: -16.07 eV. Its maximum force is 0.0686 hartree/bohr. Its total charge is +4. The HOMO-LUMO gap is 1.7 eV.



(5)
Entry from OMol25: the molecule C16H23BrN2O in a non-equilibrium geometry (ωB97M-V with the def2-TZVPD basis set).

```
43
Properties=species:S:1:pos:R:3:forces:R:3:lowdin_charge:R:1
C 0.18642 6.50608 2.53768 0.1 -0.1 0.2 -0.12
H -0.76855 6.89171 2.18715 -0.1 0.1 -0.1 0.07
C -0.02530 5.52234 3.68258 -0.2 0.0 -0.1 -0.27
C -0.95995 4.36800 3.31920 0.4 0.0 0.0 -0.23
C -0.36981 3.41079 2.28588 -0.4 0.0 0.2 -0.23
C -1.29782 2.22927 2.01447 0.4 0.0 -0.2 -0.22
C -0.71859 1.27094 0.97708 -0.4 0.0 0.2 -0.22
C -1.66413 0.10578 0.69469 0.3 0.0 -0.2 -0.21
C -1.08686 -0.87362 -0.32398 -0.3 0.3 0.3 -0.13
C -1.05976 -0.30411 -1.71979 0.2 -0.4 0.1 -0.46
O -1.52265 0.75404 -2.07256 -0.1 0.2 0.0 0.08
N -0.44864 -1.11895 -2.64629 0.0 0.5 -1.1 0.04
N 0.06147 -2.30993 -2.33760 0.3 -0.7 0.3 0.05
C 0.59361 -3.03152 -3.24219 -0.4 0.8 -0.2 -0.09
C 1.14898 -4.33141 -2.93086 0.3 -0.8 0.3 -0.21
C 1.71904 -5.09708 -3.94819 -0.1 0.1 0.1 -0.09
C 2.24497 -6.33911 -3.65035 0.1 -0.2 -0.1 -0.67
C 2.22131 -6.84626 -2.36212 0.1 0.0 -0.2 -0.13
C 1.65434 -6.08215 -1.35337 0.0 0.0 0.0 -0.07
C 1.12280 -4.83859 -1.62884 0.0 0.1 -0.2 -0.03
H 0.67901 -4.23756 -0.85204 0.0 0.0 0.1 0.11
H 1.63156 -6.46980 -0.34622 0.0 0.0 0.1 0.11
H 2.63773 -7.81922 -2.15257 0.0 -0.1 0.0 0.10
Br 3.02082 -7.37842 -5.04910 -0.1 0.1 0.2 0.72
H 1.74897 -4.72325 -4.96090 0.0 0.0 -0.1 0.10
H 0.64891 -2.70109 -4.28610 0.0 0.1 0.1 0.13
H -0.41605 -0.77782 -3.61182 -0.1 -0.1 0.4 0.16
H -1.68495 -1.78739 -0.36018 0.1 -0.1 0.0 0.12
H -0.06995 -1.16396 -0.05319 0.0 -0.1 0.0 0.12
H -2.60743 0.49804 0.31125 -0.1 0.0 0.1 0.12
H -1.87024 -0.42840 1.62478 0.0 0.0 0.0 0.11
H -0.53713 1.81285 0.04801 0.1 0.0 0.0 0.11
H 0.23929 0.88493 1.33632 0.1 0.0 0.0 0.12
H -1.47858 1.68829 2.94720 -0.1 0.0 0.1 0.12
H -2.25998 2.60332 1.65793 -0.1 0.0 0.0 0.12
H 0.59289 3.03999 2.64697 0.1 0.0 0.0 0.12
H -0.19284 3.94079 1.34898 0.1 0.0 -0.1 0.11
H -1.18853 3.80410 4.22748 -0.1 0.0 0.0 0.11
H -1.90036 4.77362 2.93886 -0.1 0.0 0.0 0.11
H -0.45120 6.06004 4.53338 0.1 0.0 0.1 0.10
H 0.93989 5.11884 3.99769 0.0 0.0 0.1 0.10
H 0.79424 7.34548 2.86842 0.1 0.1 -0.1 0.07
H 0.69304 6.03037 1.70227 0.0 0.0 -0.1 0.06
```
Positions in Å, forces in eV/Å.

As for the energy above the lowest of the compared OMol25 structures with the same formula, charge and spin: 0.000 eV. As for the highest occupied orbital energy: -8.714 eV. As for the LUMO energy: 0.02 eV. Its maximum force is 0.0243 hartree/bohr. The SMILES is CCCCCCCCC(=O)N/N=C/c1cccc(Br)c1. The HOMO-LUMO gap is 8.7 eV.